[1]
ORCA calculation (ωB97M-V with the def2-TZVPD basis set) on 2 unconnected molecules or ions with the total composition C7H13N3O2S.

```
26
Properties=species:S:1:pos:R:3:forces:R:3:mulliken_charge:R:1
S 0.012 1.277 1.581 -1.60 -0.46 -0.60 -0.0099
O 3.928 0.629 2.644 1.06 0.89 -0.10 -0.4737
O 2.546 -0.731 3.761 -0.39 -0.08 0.41 -0.5783
N 2.964 -1.040 1.530 -0.20 -0.23 1.11 0.0020
N 1.881 -1.836 1.212 -3.22 0.40 0.80 -0.5701
N -0.657 0.774 -0.769 -0.86 -1.24 0.68 0.4839
C -1.874 0.689 -0.104 -1.35 1.80 1.47 0.4093
C -0.608 -0.724 -2.927 1.49 2.22 -1.66 -0.9243
C 0.416 0.940 0.014 2.16 0.34 -2.24 -0.3596
C -1.689 1.042 1.190 -0.89 0.89 2.26 -0.3047
C -0.665 0.668 -2.208 -0.82 0.44 -2.78 -0.8389
C 3.088 -0.390 2.744 -0.39 -1.25 -0.96 0.5647
C -3.253 0.513 -0.730 -0.16 -2.73 2.67 -1.3144
H -3.746 1.334 -1.134 -0.44 1.98 -0.38 0.3314
H -3.980 0.037 0.093 1.67 1.06 -1.86 0.2981
H 0.196 1.217 -2.545 0.30 0.40 -0.06 0.4310
H 0.958 -1.330 1.502 2.16 -1.15 -0.73 0.1741
H -1.615 1.209 -2.677 1.93 -0.86 1.38 0.2872
H -1.551 -1.165 -2.816 -0.99 -1.42 0.26 0.2813
H 1.854 -2.738 1.692 0.52 0.49 0.10 0.2528
H 4.204 0.897 3.534 -0.28 -0.07 -0.12 0.3534
H 3.360 -0.686 0.702 0.68 0.93 -0.53 0.2785
H -0.447 -0.547 -4.082 -0.51 -0.01 2.19 0.2959
H -2.400 1.420 1.988 0.46 -1.17 -1.41 0.3107
H -3.203 -0.180 -1.543 0.01 -0.76 -0.40 0.3061
H 0.283 -1.279 -2.652 -0.34 -0.42 0.50 0.3135
```
Forces are in eV/Å.

## Properties
LUMO level, eV: 0.72
2S+1: 1
Energy relative to the best compared isomer or geometry (same formula, charge and spin), kcal/mol: 33.92
Kohn-Sham gap, hartree: 0.332



[2]
ORCA calculation (ωB97M-V with the def2-TZVPD basis set) on 2 unconnected molecules or ions with the total composition C25H37F13N3O3.

```
81
Properties=species:S:1:pos:R:3:forces:R:3:mulliken_charge:R:1
F -6.958 -1.814 -2.409 0.02 -0.05 -0.06 -0.2844
F -8.906 -1.497 2.132 -0.26 0.13 0.07 -0.2919
F -8.519 -0.549 -3.278 -0.02 -0.07 0.07 -0.3165
F -6.870 -2.216 1.880 0.02 0.04 0.01 -0.3047
F -7.723 -4.761 2.490 0.31 -0.58 -0.27 -0.2434
F -7.943 -3.247 3.991 0.22 0.20 0.53 -0.2468
F -7.302 -3.337 -0.279 0.21 0.03 -0.12 -0.2683
F -9.674 -3.964 2.964 -0.70 -0.20 -0.04 -0.2291
F -10.373 -1.666 -0.001 0.00 0.07 0.11 -0.2812
F -9.468 -2.578 -1.748 -0.07 -0.08 0.02 -0.2900
F -9.244 -4.087 0.341 -0.05 0.02 -0.09 -0.3214
F -9.312 0.350 -1.004 0.14 -0.03 0.10 -0.3225
F -7.550 -0.356 0.069 0.12 -0.08 0.12 -0.3080
O 5.387 -0.323 3.412 0.04 0.02 -0.01 -0.4741
O 3.631 -0.872 2.292 -0.06 -0.02 0.08 -0.5159
O 7.536 -3.646 -0.897 0.12 -0.16 -0.21 -0.3893
N -2.877 2.513 -0.651 -0.09 0.01 0.19 0.2068
N 4.245 -0.713 3.330 -0.01 -0.10 -0.03 0.8463
N -4.445 1.320 -1.559 0.24 -0.30 0.43 0.2030
C 7.483 0.617 0.585 -0.15 -0.05 -0.14 -0.5320
C -7.641 -0.654 -2.266 0.20 0.32 0.23 0.8514
C -9.208 -1.965 -0.575 0.29 -0.07 -0.49 0.6214
C 8.497 -0.090 -0.334 -0.35 -0.29 0.29 -0.9254
C 5.169 1.712 0.721 0.40 -0.11 -0.40 -0.2019
C 3.018 2.281 -0.569 0.20 0.20 0.21 -0.5318
C 8.353 -4.793 -0.756 -0.21 0.22 0.12 -0.7196
C 2.021 3.438 -0.794 0.10 -0.27 0.16 -0.8817
C -4.514 2.566 -2.122 0.58 0.62 0.21 -0.2096
C 3.550 -1.027 4.609 -0.13 -0.03 -0.01 -0.7781
C -8.422 -0.659 -0.921 -0.55 0.19 -0.28 0.4065
C -8.399 -3.685 2.829 0.08 0.58 -0.04 0.5585
C -0.492 3.143 -0.701 -0.40 -0.26 0.12 -0.3281
C -6.663 0.524 -2.320 0.08 -0.01 -0.57 -1.3692
C 4.425 2.746 -0.135 -0.37 -0.30 -0.05 -0.8982
C -1.720 2.909 0.177 0.22 -0.14 -0.22 -0.9689
C -3.450 1.311 -0.667 0.05 0.47 -0.19 -0.0340
C -3.522 3.321 -1.547 -0.77 -0.50 -0.52 -0.5685
C -5.265 0.133 -1.849 -0.35 0.10 0.02 -0.4840
C 0.771 3.383 0.116 0.01 0.36 -0.60 -0.7610
C 6.116 0.796 -0.091 0.10 0.07 0.67 -0.6105
C 8.268 -2.489 -1.271 -0.18 0.15 0.36 -0.5703
C -8.175 -2.559 1.787 0.61 -0.18 -0.20 0.8383
C 8.605 -1.603 -0.056 0.29 -0.24 -0.33 -0.6845
C -8.452 -2.997 0.306 -0.53 -0.12 0.50 0.5195
H 5.759 2.231 1.478 0.03 0.05 0.01 0.5149
H 9.616 -1.847 0.276 -0.02 0.01 0.16 0.3649
H -0.693 3.989 -1.361 0.12 0.04 -0.06 0.3297
H 9.476 0.380 -0.271 0.03 0.04 0.02 0.4310
H 7.707 -5.620 -0.470 -0.02 -0.02 0.07 0.2440
H -3.148 0.483 -0.049 -0.06 -0.09 -0.04 0.4189
H -5.323 -0.452 -0.935 0.12 -0.01 0.03 0.4785
H -1.540 2.088 0.868 -0.02 0.02 0.10 0.3097
H 9.103 -4.632 0.023 0.11 -0.14 -0.01 0.3057
H 4.472 1.068 1.256 -0.10 0.23 0.05 -0.2705
H 3.107 1.675 -1.471 -0.04 -0.10 0.00 0.3303
H 5.665 -0.196 -0.164 -0.04 -0.02 -0.37 0.1535
H -6.619 0.806 -3.373 -0.03 0.02 -0.01 0.5642
H 8.142 0.033 -1.360 0.18 0.15 -0.12 0.4491
H 7.932 -1.914 0.743 -0.12 0.12 0.04 0.3786
H 2.535 4.381 -0.615 0.04 0.05 -0.06 0.4987
H 3.540 -0.118 5.203 0.07 -0.01 0.03 0.3150
H 7.313 0.022 1.484 0.16 0.05 0.12 0.1023
H 2.547 -1.365 4.379 0.01 0.00 -0.04 0.3037
H 8.840 -5.050 -1.700 0.11 0.03 -0.02 0.3045
H 7.853 1.585 0.930 0.05 0.09 -0.16 0.5034
H 7.631 -1.924 -1.954 -0.03 -0.05 -0.09 0.3603
H 4.995 2.950 -1.043 0.16 0.20 0.07 0.2488
H -1.991 3.797 0.743 -0.08 0.01 0.05 0.2970
H -5.236 2.853 -2.865 -0.03 -0.12 0.00 0.5064
H 4.126 -1.801 5.106 0.05 0.04 0.03 0.2934
H 0.671 4.346 0.618 -0.07 -0.11 0.28 0.3315
H -4.773 -0.456 -2.618 0.10 -0.05 0.03 0.1907
H 2.645 1.622 0.218 -0.14 -0.06 -0.03 0.2452
H -7.064 1.382 -1.785 -0.05 -0.08 0.21 0.5743
H 4.344 3.689 0.407 -0.09 0.02 0.07 0.4911
H 6.269 1.205 -1.091 -0.07 -0.04 -0.10 0.4615
H 1.705 3.455 -1.838 -0.05 0.07 -0.04 0.4901
H 9.180 -2.783 -1.797 -0.02 0.05 -0.18 0.3733
H -0.382 2.259 -1.337 0.15 0.00 -0.03 0.3320
H 0.875 2.596 0.863 0.05 0.04 0.12 0.4195
H -3.267 4.350 -1.730 0.12 -0.02 0.12 0.4483
```
Forces are in eV/Å.

## Properties
LUMO level, eV: -2.87
2S+1: 1
Net charge: +1
Kohn-Sham gap, hartree: 0.285



[3]
ORCA calculation (ωB97M-V with the def2-TZVPD basis set) on 2 unconnected molecules or ions with the total composition C3H5NO2.

```
11
Properties=species:S:1:pos:R:3:forces:R:3:mulliken_charge:R:1
O -1.295 -1.126 1.034 0.16 0.34 -0.21 -0.7194
O -1.902 0.857 -0.596 0.44 -0.21 0.36 -0.2926
N -0.806 0.651 0.138 -0.23 -0.34 -0.31 -0.0617
C 0.114 -0.100 -0.624 -0.48 0.11 -0.03 -0.6698
C 2.658 0.321 -0.074 -0.41 -0.03 -0.09 0.3473
C 1.492 0.161 -0.321 0.58 0.07 0.18 -0.4732
H -2.537 1.262 0.016 0.07 -0.01 -0.03 0.3850
H -0.963 -1.207 1.941 -0.02 0.01 -0.10 0.2881
H -0.149 -0.197 -1.676 -0.01 0.05 0.08 0.4131
H -0.297 -1.099 0.020 -0.10 0.01 0.13 0.3886
H 3.686 0.478 0.141 0.02 0.00 0.00 0.3944
```
Forces are in eV/Å.

## Properties
LUMO level (alpha / beta), eV: -0.75 / -0.75
2S+1: 1
Energy relative to the best compared isomer or geometry (same formula, charge and spin), kcal/mol: 182.33
Kohn-Sham gap (alpha / beta), hartree: 0.302 / 0.301



[4]
ORCA calculation (ωB97M-V with the def2-TZVPD basis set) on a molecular structure, C7H23Cr2F2NO4.

```
39
Properties=species:S:1:pos:R:3:forces:R:3:mulliken_spin:R:1
Cr 0.026 2.772 -0.852 -1.26 -2.23 1.34 4.0714
Cr 0.351 1.602 2.414 0.61 0.64 -2.05 4.0263
F -0.953 2.936 1.059 1.85 -1.17 -0.16 -0.0017
F 1.185 1.270 0.455 -0.96 0.91 1.49 -0.0011
O -4.218 -1.077 -1.962 0.06 -0.65 1.17 -0.0009
O 1.726 0.667 3.713 -2.48 2.20 -0.09 -0.0145
O 4.366 2.312 2.664 -1.08 -0.15 -0.60 0.0007
O 1.615 -0.862 -1.389 0.55 0.61 -0.84 0.0004
N -1.283 0.855 -1.025 -0.16 1.14 -0.19 -0.0798
C -5.083 -2.037 -1.400 -1.21 -1.23 -0.51 -0.0008
C 1.276 -2.089 -0.777 0.13 0.39 -0.12 0.0003
C -2.406 0.287 -1.915 0.90 0.73 0.78 -0.0016
C 4.510 2.303 1.234 1.32 0.71 -0.06 0.0026
C 2.601 -0.323 3.295 1.57 -1.49 -1.21 -0.0062
C -3.190 -0.761 -1.061 0.25 1.25 -1.74 -0.0050
C -1.826 -0.302 -3.163 0.12 -1.78 -0.37 0.0077
H -2.622 -0.653 -3.821 -0.14 0.67 -0.16 0.0003
H -1.389 -1.275 -2.937 0.45 -0.09 0.36 0.0009
H -4.630 -2.971 -1.067 0.88 0.18 0.21 0.0000
H -2.570 -1.618 -0.796 0.27 -0.34 -0.26 0.0000
H -1.050 0.223 -3.719 -0.35 0.53 0.19 -0.0014
H -5.699 -1.678 -0.575 0.06 0.43 -0.02 0.0000
H 4.244 3.282 0.835 -0.64 0.08 0.27 0.0000
H 1.812 -2.923 -1.229 -0.03 0.23 -0.26 0.0000
H 1.473 -0.139 -0.774 0.18 -0.19 0.20 -0.0028
H 1.641 0.670 4.669 -0.03 0.13 0.38 0.0037
H -3.039 1.134 -2.182 -0.22 -0.08 0.30 0.0011
H 0.209 -2.201 -0.968 -0.20 -0.70 0.73 -0.0002
H 5.111 1.997 3.181 0.41 -0.01 -0.62 0.0001
H 5.542 2.269 0.883 0.28 -0.43 0.45 0.0000
H -0.802 0.040 -0.672 0.81 -0.15 -0.13 0.0027
H -3.545 -0.358 -0.112 -0.35 0.38 0.11 0.0008
H 2.702 -0.204 2.216 -0.01 -0.19 -0.01 0.0072
H -1.742 1.234 -0.209 -0.53 0.00 0.46 -0.0099
H 2.183 -1.301 3.534 0.32 -0.05 0.02 0.0002
H 3.595 -0.143 3.705 -0.18 -0.22 0.17 -0.0009
H 3.991 1.525 0.675 -0.36 -0.23 0.53 -0.0004
H -5.732 -2.420 -2.186 -0.20 0.55 -0.10 -0.0001
H 1.619 -2.042 0.257 -0.61 -0.37 0.34 0.0007
```
Forces are in eV/Å.

## Properties
LUMO level (alpha / beta), eV: -9.47 / -8.67
2S+1: 9
Expectation value of S²: 20.032
Net charge: +2
Kohn-Sham gap (alpha / beta), hartree: 0.212 / 0.241



[5]
ORCA calculation (ωB97M-V with the def2-TZVPD basis set) on 2 unconnected molecules or ions with the total composition CHNO2.

```
5
Properties=species:S:1:pos:R:3:forces:R:3:mulliken_charge:R:1
O 2.716 0.037 -0.274 -0.88 1.99 0.84 -0.1386
O -0.761 -0.477 0.414 0.59 -0.63 0.23 -0.2159
N -1.718 0.084 0.023 -2.00 -0.36 -0.83 0.0245
C 2.290 1.015 0.140 0.87 -1.99 -0.84 0.1349
H -2.526 -0.659 -0.304 1.43 0.98 0.59 0.1951
```
Forces are in eV/Å.

## Properties
LUMO level, eV: -0.20
2S+1: 1
Energy relative to the best compared isomer or geometry (same formula, charge and spin), kcal/mol: 9.49
Kohn-Sham gap, hartree: 0.343



In the order shown, the computed electronic energy values come out to -987.36846 -2662.72024 -322.28378 -2924.20718 -243.82958 Ha.
In the order shown, the computed strongest force on any atom values come out to 0.074 0.021 0.012 0.064 0.045 Eh/bohr.